No. 1
C21H64N2O8PS8 | wB97M-V/def2-TZVPD

Structure (XYZ):
```
104
Properties=species:S:1:pos:R:3:forces:R:3:mulliken_charge:R:1
C -2.40288 -0.62489 -1.36806 -0.61 -0.45 -0.21 -1.2025
C -1.55602 -1.19717 -2.44214 1.16 0.68 -0.43 0.2599
N -0.67003 -0.19569 -3.04980 -0.15 0.08 0.37 -0.2069
P -1.48736 1.27352 -3.77828 -0.64 0.51 -0.52 -0.4203
C 0.20585 2.32041 -3.67151 -1.20 -0.14 0.19 -1.0516
C 1.35216 1.71226 -4.23269 -0.01 -0.09 -0.75 0.9755
C 2.30114 1.12303 -3.33442 1.16 -0.90 0.59 -0.9701
N 1.59139 1.62705 -5.47171 0.27 -0.18 -1.76 -1.0129
H -1.99799 0.27208 -0.99846 0.59 0.85 0.74 0.3819
H -2.53549 -1.34863 -0.59796 -0.14 -0.43 0.92 0.1919
H -3.36709 -0.38795 -1.73887 -1.05 0.31 -0.39 0.3602
H -2.14047 -1.73482 -3.15969 -0.72 -0.36 -0.70 0.3065
H -0.92514 -1.93362 -1.98000 0.64 -0.72 0.31 -0.5299
H -0.22949 -0.65021 -3.83450 0.37 -0.03 -0.37 0.2962
H -1.13873 0.83815 -5.15560 0.22 -0.03 0.16 0.0507
H -2.76151 0.55666 -3.88990 0.01 0.00 0.09 0.0272
H -1.81988 1.79050 -2.45106 0.10 -0.19 -0.05 -0.1186
H -2.16490 2.45346 -4.37705 0.10 -0.08 0.08 0.1274
H 0.38269 2.50560 -2.64421 -0.12 0.37 1.24 -0.0005
H 0.03569 3.21951 -4.20731 -0.67 1.03 -0.39 0.6660
H 2.96459 0.51557 -3.90098 0.94 -0.45 -0.42 0.4048
H 2.82110 1.85639 -2.76535 0.56 0.70 0.46 0.1717
H 1.80917 0.49418 -2.64144 -0.75 -0.70 0.92 0.1096
H 0.82631 2.06286 -5.98416 -0.05 0.06 -0.12 0.3142
C 0.15955 0.68377 3.21555 0.30 -0.09 -0.01 -0.6964
S -0.64394 1.30633 1.73622 0.25 0.12 -0.10 0.4232
O -1.85906 0.47877 1.55434 -0.47 -0.20 0.21 -0.5923
C 0.55621 0.68169 0.55785 0.14 0.14 0.01 0.3156
H -0.44916 0.93937 4.07906 -0.11 0.04 -0.03 0.4167
H 0.24611 -0.40246 3.13177 -0.01 0.03 0.01 0.0306
H 1.14273 1.14271 3.32655 0.01 0.00 0.04 0.2999
H 0.63893 -0.39894 0.67147 -0.05 -0.06 0.04 -0.2971
H 1.51880 1.16335 0.72977 0.02 0.04 -0.03 0.5179
H 0.19848 0.91776 -0.44453 -0.04 -0.02 -0.04 -0.4775
C 2.85304 0.83229 7.71276 -0.05 -0.03 0.11 -0.9408
S 3.69184 0.85982 6.12498 0.16 -0.07 0.06 0.4060
O 2.90887 1.75715 5.24314 -0.12 0.12 -0.10 -0.5486
C 3.27493 -0.82135 5.67175 -0.07 -0.15 -0.01 -0.8176
H 2.95311 1.81936 8.15721 0.02 0.04 -0.01 0.3304
H 1.79978 0.59849 7.56098 -0.01 0.00 -0.05 0.2908
H 3.32287 0.08913 8.35644 0.01 0.00 0.01 0.3503
H 2.19334 -0.94886 5.66327 -0.02 0.01 -0.04 0.2885
H 3.73344 -1.51281 6.37833 0.02 -0.01 0.00 0.4473
H 3.66731 -1.00691 4.67526 0.01 0.04 -0.05 0.1814
C -6.25385 -4.23191 -0.77403 -0.16 -0.07 0.13 -0.5008
S -6.36323 -2.93720 -2.00718 -0.20 -0.10 0.20 0.3500
O -4.98481 -2.77847 -2.50958 0.38 0.04 -0.34 -0.5044
C -6.64197 -1.60770 -0.83277 -0.06 0.10 0.07 -0.8826
H -6.01453 -5.16438 -1.27811 0.03 0.00 -0.06 0.3168
H -5.45052 -3.97206 -0.08832 0.01 -0.07 0.05 -0.1116
H -7.19854 -4.33991 -0.24070 -0.01 0.02 0.02 0.3905
H -5.82042 -1.57997 -0.11727 0.05 -0.02 -0.04 0.2340
H -7.59372 -1.76709 -0.32503 -0.02 0.00 -0.01 0.3741
H -6.67222 -0.67600 -1.39209 0.02 0.03 -0.04 0.3355
C 2.35181 6.08482 -0.49060 0.14 0.06 0.03 -0.9887
S 2.80044 4.96601 -1.81597 -0.16 0.08 -0.15 0.6426
O 3.09203 3.65846 -1.18495 0.16 -0.16 0.19 -0.6015
C 4.39014 5.72524 -2.17978 0.10 0.07 0.01 -1.0409
H 1.40038 5.76339 -0.08459 -0.10 -0.03 0.00 0.3209
H 3.11435 6.05497 0.28910 0.03 -0.04 -0.03 0.3582
H 2.25260 7.09371 -0.89290 -0.04 0.01 -0.02 0.3426
H 5.01257 5.71377 -1.28473 -0.03 -0.03 0.03 0.2852
H 4.23042 6.74705 -2.52400 0.00 0.01 -0.03 0.3478
H 4.86187 5.14235 -2.96702 -0.02 -0.04 -0.03 0.3451
C -2.19865 -4.98645 3.23963 0.10 -0.02 0.02 -0.8890
S -3.03374 -4.59947 1.70019 0.04 0.26 -0.01 0.5585
O -4.13671 -5.58478 1.54427 -0.14 -0.21 0.01 -0.6824
C -1.70273 -5.12416 0.62368 0.03 -0.04 -0.10 0.2037
H -2.88604 -4.76583 4.05227 -0.04 0.03 0.00 0.3568
H -1.93354 -6.04343 3.25272 -0.02 -0.02 -0.03 0.2837
H -1.30791 -4.36450 3.33105 0.04 0.04 0.04 0.2568
H -1.47362 -6.17242 0.81494 -0.02 -0.04 0.02 0.4927
H -0.82965 -4.49868 0.80422 -0.47 -0.26 -0.14 -0.7006
H -2.04027 -4.99547 -0.40217 -0.06 0.03 -0.03 0.3202
C 3.54367 -3.94830 2.14320 0.14 -0.06 0.02 -1.0351
S 2.16694 -2.85146 2.46757 0.09 0.19 0.05 0.7525
O 1.58898 -3.24020 3.78886 -0.02 -0.07 0.02 -0.6765
C 1.10978 -3.52815 1.20319 -0.10 0.20 0.05 -1.2974
H 4.32392 -3.72035 2.86656 0.00 0.02 0.02 0.3484
H 3.21779 -4.98111 2.25567 -0.03 -0.02 -0.01 0.2944
H 3.90720 -3.77486 1.13084 -0.03 -0.03 -0.03 0.3601
H 0.96336 -4.59258 1.38240 0.22 0.02 0.05 0.6228
H 1.57707 -3.37134 0.23491 0.04 -0.03 -0.05 0.1842
H 0.15368 -3.00445 1.24676 0.17 0.19 0.08 0.1660
C -0.41216 9.21965 0.23081 -0.04 0.10 -0.08 -0.9463
S -0.71846 8.02863 1.54012 -0.06 0.15 0.13 0.4303
O -0.29804 6.70949 1.02286 0.05 -0.17 -0.02 -0.5056
C -2.50741 8.07758 1.42187 -0.12 0.08 -0.03 -0.9726
H 0.66470 9.30376 0.10698 0.04 -0.02 0.02 0.2769
H -0.86541 8.86612 -0.69493 0.00 -0.05 0.01 0.2990
H -0.82483 10.18663 0.51743 0.01 0.02 0.01 0.4024
H -2.81140 7.80294 0.41251 0.04 -0.04 -0.02 0.3116
H -2.85931 9.07792 1.67376 -0.01 0.01 0.02 0.3731
H -2.90208 7.35789 2.13407 0.02 -0.04 0.03 0.3172
C 1.33582 -3.81559 -2.83614 -0.03 0.13 -0.05 -0.3899
S 1.75085 -5.39761 -2.12731 -0.03 -0.13 0.02 0.5417
O 2.71164 -5.14877 -1.01005 0.04 0.03 0.00 -0.5781
C 2.72501 -5.97174 -3.51848 0.07 -0.08 -0.07 -1.0494
H 0.75122 -3.25343 -2.11367 -0.07 0.04 0.02 -0.4349
H 2.24971 -3.27739 -3.07094 0.11 0.08 -0.01 0.3913
H 0.73999 -3.96733 -3.73511 -0.06 0.01 0.01 0.5106
H 3.53975 -5.27202 -3.70083 0.00 0.03 0.03 0.2934
H 2.08330 -6.04961 -4.39500 -0.02 -0.01 -0.01 0.3859
H 3.12447 -6.95114 -3.26525 -0.01 -0.01 0.02 0.3526
```
Positions in Å, forces in eV/Å.

Summary:
lowest unoccupied orbital energy	1.9022	eV
charge	-1
HOMO	-3.398	eV
total energy	-5076.44053	a.u.


No. 2
C4H12 | wB97M-V/def2-TZVPD

Structure (XYZ):
```
16
Properties=species:S:1:pos:R:3:forces:R:3:mulliken_charge:R:1
C -0.33031 -2.43850 2.13846 0.28 0.50 -0.37 -0.8163
C -0.24044 -0.93765 1.79067 -0.07 0.27 -0.14 -0.6700
H 0.43618 -2.69462 2.87041 -0.20 -0.12 0.07 0.2565
H -1.31847 -2.67527 2.52537 0.08 -0.15 0.12 0.2524
H -0.14965 -3.05715 1.26264 -0.07 -0.09 -0.05 0.2867
H 0.03026 -0.68965 0.76213 0.00 -0.48 -0.12 0.1355
H 0.52035 -0.43235 2.38095 -0.11 0.06 0.27 0.2740
H -1.19778 -0.43532 1.94180 0.10 0.02 0.20 0.2776
C -0.25646 1.26449 -2.32818 0.33 0.33 -0.71 -0.8456
C 0.78853 2.05387 -1.53786 -0.08 0.29 -0.03 -0.8309
H 0.21211 0.37933 -2.75178 -0.09 -0.30 0.14 0.2434
H -1.15700 0.98109 -1.78360 0.16 0.02 0.08 0.2722
H -0.53540 1.84464 -3.21783 -0.33 -0.04 0.32 0.3332
H 1.33992 2.70820 -2.21900 0.15 -0.21 0.06 0.3204
H 0.35859 2.72970 -0.79794 -0.14 -0.15 0.08 0.2592
H 1.49959 1.39918 -1.03625 -0.01 0.05 0.08 0.2517
```
Positions in Å, forces in eV/Å.

Summary:
ΔE to the lowest compared entry with this formula, charge and spin	23.6	kJ/mol
lowest unoccupied orbital energy	1.1122	eV
SMILES	CC.CC
HOMO	-11.789	eV
total energy	-159.57599	a.u.


No. 3
C9H14S | wB97M-V/def2-TZVPD

Structure (XYZ):
```
24
Properties=species:S:1:pos:R:3:forces:R:3:mulliken_charge:R:1
C -3.04049 1.51863 -1.22482 -0.36 0.04 0.23 -1.4217
C -1.54862 1.41005 -1.25547 0.23 -0.10 0.01 0.9246
C -0.90433 0.47078 -2.06777 -0.57 0.51 0.32 -0.4801
C 0.47152 0.46644 -2.18571 -0.05 0.02 -0.39 -0.3507
C 1.25796 1.35538 -1.46458 -0.22 -0.53 0.61 -0.6475
C 0.63110 2.18515 -0.55041 -0.47 0.91 -0.43 -0.4174
C -0.76059 2.25417 -0.48536 0.28 -0.38 -0.04 -0.4710
H -3.51159 1.24832 -2.16025 0.07 -0.10 -0.35 0.3681
H -3.38311 2.51893 -0.97619 0.16 0.23 -0.02 0.3640
H -3.48431 0.87894 -0.47201 -0.01 -0.33 0.27 0.2881
H -1.54038 -0.22294 -2.60258 0.22 -0.07 -0.27 0.3692
H 0.90426 -0.17974 -2.92885 0.30 -0.31 0.05 0.3590
H 2.33439 1.29772 -1.51265 0.09 0.18 -0.20 0.3963
H 1.15938 2.96341 -0.01941 0.40 -0.27 0.26 0.3720
H -1.22437 2.96022 0.18802 -0.07 0.15 -0.01 0.3388
C 0.53127 -1.26122 2.11767 0.23 0.64 0.28 -0.6464
S 1.81233 -2.07879 1.16373 0.02 -0.07 -0.21 -0.0198
C 2.29942 -3.47447 2.20882 -1.04 0.54 0.59 -0.8790
H 0.08947 -0.51763 1.45253 -0.30 -0.32 -0.16 0.0735
H -0.20289 -1.94677 2.52818 -0.19 -0.05 -0.21 0.3311
H 0.93660 -0.65087 2.92912 0.20 -0.31 0.12 0.2923
H 3.31933 -3.66006 1.93850 0.43 -0.52 0.02 0.2982
H 1.63161 -4.33167 2.11561 0.26 -0.09 -0.46 0.2812
H 2.22203 -3.20398 3.26390 0.38 0.23 -0.04 0.2770
```
Positions in Å, forces in eV/Å.

Summary:
ΔE to the lowest compared entry with this formula, charge and spin	23.9	kJ/mol
lowest unoccupied orbital energy	0.9857	eV
SMILES	Cc1ccccc1.CSC
HOMO	-8.315	eV
total energy	-749.50382	a.u.


- Which of these has the lowest lowest unoccupied orbital energy?
  C9H14S